Below is a 7-piece molecular cluster, C29H56O21 overall, with properties calculated with the ωB97M-V functional and the def2-TZVPD basis.

Computed properties:
- structure (SMILES) = CC[C@H]1COC(=O)O1.CCOC(=O)OC.CCOC(=O)OC.CCOC(=O)OC.CCOC(=O)OC.CCOC(=O)OC.CCOC(=O)OC
- maximum force (Eh/bohr) = 0.017
- LUMO (eV) = 0.36
- Kohn-Sham gap (eV) = 10.89

Geometry as XYZ:
```
106
Properties=species:S:1:pos:R:3:lowdin_charge:R:1
C 1.042 -1.164 0.651 -0.06
C 0.457 -1.975 -0.517 -0.17
C -1.012 -1.702 -0.761 -0.26
C -1.986 -2.271 0.278 -0.08
O -2.888 -1.193 0.543 0.05
C -2.459 -0.069 -0.087 -0.58
O -3.057 0.950 -0.085 0.17
O -1.278 -0.285 -0.674 0.06
H 0.262 -0.823 1.341 0.08
H 1.567 -0.281 0.284 0.06
H 1.749 -1.760 1.231 0.08
H 0.568 -3.049 -0.328 0.12
H 1.005 -1.771 -1.441 0.11
H -1.294 -2.003 -1.775 0.16
H -1.508 -2.568 1.215 0.14
H -2.554 -3.115 -0.119 0.13
C 5.183 -5.404 -3.269 -0.06
C 5.063 -4.027 -3.880 -0.20
O 4.130 -3.991 -4.979 0.04
C 2.858 -3.879 -4.605 -0.61
O 2.458 -3.876 -3.467 0.11
O 2.104 -3.736 -5.696 0.01
C 0.704 -3.589 -5.437 -0.04
H 5.462 -6.141 -4.023 0.08
H 5.951 -5.391 -2.495 0.08
H 4.241 -5.708 -2.815 0.08
H 6.007 -3.707 -4.316 0.12
H 4.755 -3.288 -3.142 0.12
H 0.529 -2.767 -4.744 0.09
H 0.296 -4.508 -5.019 0.10
H 0.253 -3.378 -6.401 0.09
C -6.497 -1.463 -0.272 -0.05
C -6.196 -0.004 -0.523 -0.19
O -7.170 0.592 -1.409 0.05
C -8.324 0.928 -0.844 -0.60
O -8.606 0.817 0.325 0.11
O -9.132 1.418 -1.784 0.01
C -10.419 1.827 -1.306 -0.03
H -6.560 -2.008 -1.215 0.08
H -5.696 -1.896 0.330 0.07
H -7.438 -1.584 0.265 0.07
H -5.248 0.132 -1.039 0.11
H -6.161 0.568 0.403 0.12
H -10.316 2.531 -0.483 0.10
H -10.991 0.964 -0.970 0.10
H -10.904 2.297 -2.156 0.09
C -7.944 0.886 3.635 -0.06
C -8.720 -0.343 3.221 -0.21
O -9.162 -1.107 4.367 0.04
C -10.249 -0.648 4.976 -0.61
O -10.922 0.293 4.635 0.12
O -10.523 -1.454 6.008 0.00
C -11.696 -1.095 6.742 -0.04
H -7.109 0.612 4.282 0.08
H -7.556 1.374 2.742 0.07
H -8.586 1.589 4.164 0.08
H -8.094 -1.037 2.666 0.11
H -9.578 -0.082 2.607 0.11
H -12.555 -1.015 6.079 0.09
H -11.550 -0.144 7.253 0.10
H -11.842 -1.893 7.463 0.09
C 4.933 2.805 -3.418 -0.04
C 3.910 1.743 -3.754 -0.20
O 3.162 1.339 -2.590 -0.02
C 2.168 2.161 -2.237 -0.60
O 1.818 3.147 -2.833 0.13
O 1.590 1.661 -1.148 -0.02
C 0.459 2.397 -0.655 -0.02
H 5.591 2.461 -2.619 0.05
H 5.541 3.019 -4.297 0.09
H 4.445 3.726 -3.104 0.09
H 4.386 0.825 -4.093 0.13
H 3.215 2.087 -4.519 0.13
H -0.288 2.531 -1.433 0.10
H 0.775 3.365 -0.269 0.10
H 0.057 1.782 0.142 0.08
C 6.500 1.333 -0.498 -0.05
C 5.273 0.523 -0.848 -0.19
O 5.558 -0.896 -0.892 0.05
C 5.628 -1.494 0.294 -0.61
O 5.461 -0.965 1.364 0.11
O 5.905 -2.785 0.098 0.00
C 6.066 -3.552 1.297 -0.04
H 7.311 1.118 -1.196 0.09
H 6.269 2.398 -0.554 0.07
H 6.835 1.116 0.514 0.07
H 4.914 0.748 -1.851 0.08
H 4.464 0.693 -0.138 0.13
H 5.210 -3.418 1.956 0.09
H 6.974 -3.253 1.818 0.10
H 6.139 -4.585 0.971 0.09
C 5.442 2.166 3.250 -0.06
C 4.834 3.527 3.004 -0.20
O 5.753 4.588 3.336 0.04
C 6.675 4.846 2.411 -0.61
O 6.759 4.330 1.323 0.11
O 7.455 5.830 2.860 0.01
C 8.478 6.240 1.947 -0.04
H 5.773 2.072 4.285 0.08
H 4.703 1.389 3.052 0.08
H 6.291 1.996 2.590 0.06
H 3.974 3.705 3.646 0.12
H 4.529 3.644 1.964 0.12
H 8.049 6.502 0.982 0.09
H 9.207 5.442 1.811 0.10
H 8.945 7.105 2.407 0.09
```